# 1
DFT (wB97M-V/def2-TZVPD) results for a molecular structure, C41H40N12O2Sr.

Geometry (Å):
Sr 0.2559 -0.4495 -0.5590
C 2.6793 2.7647 2.3775
C 2.3742 1.6472 1.6095
N 1.1354 1.1783 1.5339
C 0.1940 1.7859 2.2641
C 0.5210 2.8946 3.0410
N 1.7491 3.4009 3.0779
C -1.2090 1.2296 2.2021
C -2.2443 1.7842 2.9335
C -3.5128 1.2054 2.8786
C -3.6642 0.0781 2.0827
C -2.5873 -0.4019 1.3461
N -1.3798 0.1696 1.4058
C -2.7298 -1.6103 0.4642
C -3.9677 -2.0656 0.0397
N -4.1026 -3.1568 -0.7117
C -2.9888 -3.7815 -1.0524
C -1.7314 -3.3060 -0.6775
N -1.6038 -2.2285 0.0826
C -4.6560 1.7728 3.6472
C -5.9699 1.4469 3.3315
C -7.0020 2.0271 4.0551
N -6.8124 2.8876 5.0490
C -5.5557 3.1859 5.3586
C -4.4551 2.6641 4.6956
H 3.6918 3.1472 2.4182
H 3.1354 1.1355 1.0327
H -0.2213 3.3948 3.6476
H -2.0830 2.6576 3.5433
H -4.6029 -0.4523 2.0623
H -4.8768 -1.5299 0.2810
H -3.0762 -4.6754 -1.6570
H -0.8296 -3.7876 -1.0326
H -6.2222 0.7723 2.5258
H -8.0302 1.7862 3.8138
H -5.4145 3.8756 6.1823
H -3.4685 2.9372 5.0422
C -1.1311 1.6399 -3.2309
N -1.8137 0.7669 -2.2784
C -2.9232 1.4841 -1.6613
C -2.3631 -0.4054 -3.0056
C -1.3187 -1.3620 -3.5591
C -1.6214 -2.0932 -4.7004
C -0.7237 -3.0485 -5.1655
C 0.4831 -3.2333 -4.5033
C 0.7655 -2.4461 -3.3913
C -0.1201 -1.5023 -2.8462
H -1.8254 2.0217 -3.9936
H -0.3480 1.0747 -3.7350
H -0.6943 2.4965 -2.7099
H -3.7038 1.7467 -2.3897
H -2.5648 2.4145 -1.2128
H -3.3839 0.8756 -0.8826
H -3.0155 -0.0437 -3.8173
H -3.0218 -0.9214 -2.2981
H -2.5535 -1.9387 -5.2335
H -0.9645 -3.6349 -6.0426
H 1.1895 -3.9689 -4.8680
H 1.7357 -2.6060 -2.9125
O 7.9323 -2.1451 -2.5926
N 7.2378 -1.1581 -2.5720
O 7.4928 -0.1061 -3.1245
C 5.9095 -1.2766 -1.8993
C 5.8202 -2.2443 -0.9752
C 4.6087 -2.4178 -0.2269
C 4.4829 -3.4265 0.7426
C 3.3013 -3.5652 1.4178
C 2.2516 -2.6956 1.0989
N 2.3500 -1.7318 0.1997
C 3.5212 -1.5773 -0.4639
C 3.6397 -0.5090 -1.4589
N 2.5735 0.3136 -1.6251
C 2.6316 1.2393 -2.5561
C 3.7393 1.4208 -3.3870
C 4.8373 0.6253 -3.2093
C 4.8227 -0.3674 -2.2049
H 6.6680 -2.8902 -0.7952
H 5.3191 -4.0847 0.9410
H 3.1623 -4.3285 2.1692
H 1.2961 -2.7913 1.6045
H 1.7469 1.8546 -2.6887
H 3.7210 2.1731 -4.1620
H 5.7058 0.7493 -3.8318
N 0.5536 7.6897 -0.4074
C 0.5025 6.2763 -0.9590
C 0.0389 5.3028 0.1126
N 0.0389 3.9706 -0.4689
H 0.8670 8.3570 -1.1155
H 1.1903 7.7652 0.3892
H -0.3669 8.0005 -0.0880
H 1.5084 6.0582 -1.3152
H -0.1759 6.2999 -1.8089
H -0.9891 5.5464 0.3935
H 0.6597 5.4109 1.0142
H 0.9703 3.5719 -0.5004
H -0.5556 3.3465 0.0599

Its orbital gap is 5.510 eV. Its total charge is +2. The maximum force comes out at 0.0182 hartree/bohr. As for the multiplicity: 1. Its HOMO energy is -11.066 eV.

From a Löwdin analysis of the wavefunction, the atomic charges in e read:
1. Sr 1.318
2. C -0.097
3. C -0.098
4. N 0.067
5. C -0.200
6. C -0.069
7. N 0.102
8. C -0.199
9. C 0.053
10. C -0.104
11. C 0.060
12. C -0.200
13. N 0.066
14. C -0.218
15. C -0.071
16. N 0.123
17. C -0.070
18. C -0.085
19. N 0.042
20. C -0.163
21. C -0.005
22. C -0.113
23. N 0.084
24. C -0.119
25. C -0.013
26. H 0.117
27. H 0.105
28. H 0.115
29. H 0.097
30. H 0.112
31. H 0.121
32. H 0.125
33. H 0.120
34. H 0.109
35. H 0.117
36. H 0.115
37. H 0.105
38. C -0.102
39. N -0.303
40. C -0.099
41. C -0.176
42. C -0.308
43. C -0.058
44. C -0.092
45. C -0.106
46. C -0.183
47. C -0.261
48. H 0.101
49. H 0.078
50. H 0.057
51. H 0.100
52. H 0.073
53. H 0.068
54. H 0.128
55. H 0.103
56. H 0.109
57. H 0.101
58. H 0.097
59. H 0.066
60. O 0.117
61. N -0.330
62. O 0.086
63. C -0.048
64. C 0.083
65. C -0.116
66. C 0.029
67. C -0.013
68. C -0.104
69. N 0.005
70. C -0.154
71. C -0.149
72. N 0.028
73. C -0.122
74. C -0.011
75. C 0.036
76. C -0.045
77. H 0.141
78. H 0.135
79. H 0.121
80. H 0.118
81. H 0.098
82. H 0.119
83. H 0.114
84. N 0.197
85. C -0.129
86. C -0.268
87. N 0.041
88. H 0.178
89. H 0.175
90. H 0.176
91. H 0.138
92. H 0.140
93. H 0.131
94. H 0.112
95. H 0.074
96. H 0.060

# 2
DFT (wB97M-V/def2-TZVPD) results for a molecular structure, C41H40N12O2Sr.

Geometry (Å):
Sr -0.3601 -0.3429 -0.3641
C 3.0428 2.4756 1.2684
C 2.3625 1.4246 0.7853
N 1.1697 1.7086 0.0129
C 0.4787 2.7800 0.7358
C 1.3191 3.9022 0.9963
N 2.6096 3.7833 1.1566
C -0.7433 2.5369 1.3740
C -1.4178 3.5854 2.0799
C -2.6034 3.3533 2.7044
C -3.1418 2.0382 2.6833
C -2.4635 1.0724 1.9939
N -1.3186 1.3054 1.3050
C -2.9294 -0.3422 2.0045
C -4.0897 -0.7496 2.6862
N -4.4746 -2.0077 2.7669
C -3.6987 -2.9193 2.1783
C -2.5709 -2.5420 1.4831
N -2.1919 -1.2637 1.3760
C -3.3245 4.4344 3.4157
C -4.7099 4.5334 3.3432
C -5.3431 5.5709 4.0103
N -4.6984 6.4834 4.7301
C -3.3746 6.3810 4.8012
C -2.6456 5.3852 4.1688
H 3.9675 2.3300 1.8146
H 2.7004 0.3976 0.8748
H 0.9120 4.9053 1.1026
H -0.9859 4.5756 2.1038
H -4.0365 1.8346 3.2491
H -4.7223 -0.0255 3.1797
H -3.9895 -3.9583 2.2684
H -1.9299 -3.2862 1.0179
H -5.2903 3.8316 2.7578
H -6.4208 5.6763 3.9597
H -2.8691 7.1276 5.4027
H -1.5706 5.3411 4.2852
C -1.9954 0.7592 -3.4638
N -1.8819 1.1642 -2.0627
C -3.2310 1.4363 -1.5442
C -1.0815 2.4163 -1.9453
C 0.3813 2.2574 -2.3069
C 0.7177 2.4847 -3.6445
C 2.0149 2.3982 -4.1174
C 3.0250 2.0926 -3.2184
C 2.7270 1.8888 -1.8824
C 1.4214 1.9742 -1.3933
H -2.4149 1.5626 -4.0832
H -2.6696 -0.0980 -3.5461
H -1.0201 0.4892 -3.8694
H -3.7426 2.1987 -2.1440
H -3.1662 1.7836 -0.5146
H -3.8317 0.5236 -1.5691
H -1.1943 2.7716 -0.9271
H -1.5224 3.1759 -2.6043
H -0.0726 2.7749 -4.3280
H 2.2355 2.6043 -5.1561
H 4.0566 2.0496 -3.5435
H 3.5304 1.6998 -1.1872
O 6.2328 -5.1584 -1.5243
N 5.2269 -4.8182 -2.0954
O 4.9182 -5.1106 -3.2361
C 4.2469 -4.0202 -1.3323
C 4.1294 -4.2900 -0.0221
C 3.1187 -3.6372 0.7544
C 2.9788 -3.8807 2.1337
C 1.9908 -3.2378 2.8289
C 1.1405 -2.3756 2.1255
N 1.2429 -2.1320 0.8313
C 2.2366 -2.7406 0.1427
C 2.4188 -2.4130 -1.2619
N 1.6153 -1.4663 -1.8024
C 1.8502 -1.0651 -3.0358
C 2.8724 -1.5900 -3.8335
C 3.6591 -2.5863 -3.3208
C 3.4393 -3.0325 -2.0002
H 4.7879 -5.0127 0.4415
H 3.6581 -4.5640 2.6276
H 1.8578 -3.3814 3.8913
H 0.3405 -1.8575 2.6447
H 1.2237 -0.2587 -3.4095
H 3.0456 -1.1944 -4.8243
H 4.4544 -3.0143 -3.9113
N -1.6721 -4.5513 -4.9800
C -2.3253 -3.8735 -3.7948
C -1.3235 -2.9862 -3.0542
N -1.9008 -2.3147 -1.8995
H -2.3317 -5.1536 -5.4794
H -0.8841 -5.1354 -4.6882
H -1.3140 -3.8672 -5.6514
H -2.7132 -4.6674 -3.1583
H -3.1632 -3.2991 -4.1872
H -0.9324 -2.2237 -3.7337
H -0.4694 -3.5824 -2.7211
H -2.2656 -2.9697 -1.2160
H -2.6612 -1.6984 -2.1684

Its orbital gap is 4.791 eV. Its total charge is +2. The maximum force comes out at 0.0047 hartree/bohr. As for the multiplicity: 1. Its HOMO energy is -10.844 eV.

From a Löwdin analysis of the wavefunction, the atomic charges in e read:
1. Sr 1.398
2. C -0.148
3. C -0.121
4. N -0.150
5. C -0.223
6. C -0.103
7. N 0.070
8. C -0.234
9. C 0.064
10. C -0.142
11. C 0.030
12. C -0.257
13. N 0.002
14. C -0.176
15. C -0.038
16. N 0.113
17. C -0.105
18. C -0.150
19. N 0.024
20. C -0.179
21. C -0.018
22. C -0.129
23. N 0.073
24. C -0.123
25. C -0.008
26. H 0.113
27. H 0.097
28. H 0.116
29. H 0.119
30. H 0.106
31. H 0.119
32. H 0.115
33. H 0.100
34. H 0.111
35. H 0.111
36. H 0.113
37. H 0.117
38. C -0.100
39. N -0.330
40. C -0.072
41. C -0.144
42. C -0.154
43. C -0.058
44. C -0.072
45. C -0.064
46. C -0.015
47. C -0.188
48. H 0.107
49. H 0.070
50. H 0.070
51. H 0.106
52. H 0.078
53. H 0.087
54. H 0.099
55. H 0.140
56. H 0.118
57. H 0.112
58. H 0.117
59. H 0.112
60. O 0.132
61. N -0.342
62. O 0.087
63. C -0.069
64. C 0.086
65. C -0.115
66. C 0.032
67. C -0.006
68. C -0.107
69. N 0.026
70. C -0.155
71. C -0.145
72. N 0.039
73. C -0.137
74. C -0.011
75. C 0.035
76. C -0.059
77. H 0.145
78. H 0.136
79. H 0.124
80. H 0.116
81. H 0.096
82. H 0.122
83. H 0.122
84. N 0.204
85. C -0.119
86. C -0.260
87. N 0.006
88. H 0.182
89. H 0.178
90. H 0.178
91. H 0.141
92. H 0.140
93. H 0.112
94. H 0.125
95. H 0.070
96. H 0.066

Result set for ΔE to the lowest compared entry with this formula, charge and spin: 43.8, 38.2 kcal per mole, one per record in the order listed.